No. 1
The following is a quantum chemistry calculation of a molecular structure, H24HeO12 in a non-equilibrium geometry, from the OMol25 dataset.

Properties
- LUMO level: -0.1 eV
- Energy: -920.17728 hartree
- Relative energy (zero: lowest compared OMol25 entry of this formula, charge and spin): 83.4 kJ/mol
- Charge: 0
- Highest occupied orbital energy: -9.8 eV
- Kohn-Sham gap: 9.71 eV

Geometry (Å):
He1 0.066 -0.795 0.120
O1 0.217 3.384 -1.681
H1 0.625 3.540 -2.533
H2 0.789 2.748 -1.253
O2 3.213 -1.467 0.847
H3 3.853 -0.762 0.743
H4 2.461 -1.048 1.265
O3 2.277 1.607 -0.947
H5 3.116 1.243 -0.664
H6 2.052 1.108 -1.733
O4 -2.022 1.677 -1.782
H7 -2.807 2.219 -1.866
H8 -1.295 2.298 -1.826
O5 -1.787 3.071 0.831
H9 -2.066 2.552 0.078
H10 -2.594 3.464 1.164
O6 1.251 -0.351 2.560
H11 1.695 -0.382 3.407
H12 0.700 0.430 2.606
O7 -2.710 -1.504 -0.995
H13 -3.226 -0.874 -0.491
H14 -2.371 -0.999 -1.734
O8 -0.074 -0.861 -3.247
H15 -0.988 -0.643 -3.429
H16 0.143 -1.540 -3.886
O9 0.471 2.276 2.552
H17 -0.195 2.355 1.869
H18 1.299 2.223 2.076
O10 -0.490 -2.759 2.931
H19 0.036 -2.034 2.594
H20 -1.214 -2.336 3.393
O11 1.899 -3.038 -1.366
H21 0.993 -2.782 -1.193
H22 2.423 -2.449 -0.823
O12 -1.978 -3.559 0.691
H23 -1.569 -3.258 1.503
H24 -2.194 -2.755 0.219

Atomic forces in eV per Å
-0.01 0.01 -0.02
-0.70 0.13 -0.17
0.14 0.12 -0.24
0.54 -0.13 0.41
0.40 -0.27 -0.51
0.25 0.04 0.03
-0.58 0.25 0.42
-0.11 0.19 0.11
0.17 -0.03 0.10
-0.11 -0.44 -0.29
-0.73 -0.69 0.33
-0.29 0.10 -0.29
0.92 0.63 -0.19
0.18 0.07 0.33
0.07 -0.45 -0.44
-0.10 0.17 0.27
0.29 -0.90 -0.19
0.16 -0.12 0.29
-0.43 0.86 0.03
-0.22 -0.03 -0.07
-0.16 0.21 0.10
0.25 0.17 -0.05
0.10 0.23 0.24
-0.19 0.20 -0.12
0.18 -0.29 -0.09
0.21 -0.39 0.45
-0.71 0.43 -0.41
0.32 0.23 -0.18
-0.20 -0.37 0.17
0.45 0.45 -0.13
-0.17 0.10 0.28
0.01 -0.20 -0.47
-0.31 -0.01 0.04
0.28 0.18 0.44
-0.30 -0.41 -0.10
0.46 -0.15 0.38
-0.05 0.12 -0.46

Löwdin atomic charge list, values in e, 2 entries: atom 1 (He): 0.14, atom 2 (O): -0.03

No. 2
The following is a quantum chemistry calculation of a single C7H10 molecule in a non-equilibrium geometry, from the OMol25 dataset.

Properties
- LUMO level: 1.0 eV
- Energy: -272.55391 hartree
- Relative energy (zero: lowest compared OMol25 entry of this formula, charge and spin): 430.8 kJ/mol
- Charge: 0
- Highest occupied orbital energy: -8.7 eV
- Kohn-Sham gap: 9.78 eV

Geometry (Å):
C1 1.628 -1.101 -0.066
C2 0.327 -0.337 0.005
C3 -1.005 -1.069 -0.004
C4 -1.519 0.661 -0.456
C5 -0.632 1.596 0.264
C6 0.300 0.767 1.097
C7 -0.167 0.689 -1.027
H1 1.743 -1.726 0.830
H2 1.667 -1.752 -0.943
H3 2.483 -0.414 -0.096
H4 -0.998 -2.000 0.643
H5 -1.369 -1.413 -0.965
H6 -2.340 1.145 -1.019
H7 -0.934 2.613 0.576
H8 -0.041 0.514 2.109
H9 1.283 1.249 1.141
H10 0.150 0.710 -2.076

Atomic forces in eV per Å
0.00 -0.08 -0.11
0.31 -0.04 -0.14
-0.18 0.64 -0.37
-0.46 -1.31 0.48
0.44 -0.16 -0.42
0.13 -0.16 0.25
0.35 1.26 0.24
-0.04 0.07 -0.15
0.05 0.01 0.04
-0.14 -0.14 -0.05
-1.12 1.45 0.43
0.73 -0.29 -0.45
0.02 -1.07 0.57
0.31 -0.51 -0.88
-0.01 -0.09 -0.05
-0.09 -0.23 0.12
-0.30 0.65 0.47

Löwdin atomic charge list, values in e, 2 entries: atom 1 (C): -0.04, atom 2 (C): -0.52

No. 3
The following is a quantum chemistry calculation of a molecular structure, C18H21FeN7O4, from the OMol25 dataset.

Properties
- LUMO level (alpha / beta): 2.6 / 2.6 eV
- Energy: -2646.36722 hartree
- ⟨S²⟩: 8.788
- Spin multiplicity: 6
- Relative energy (zero: lowest compared OMol25 entry of this formula, charge and spin): 309.1 kJ/mol
- Charge: -1
- Highest occupied orbital energy (alpha / beta): -1.8 / -3.7 eV
- Kohn-Sham gap (alpha / beta): 4.40 / 6.31 eV

Geometry (Å):
Fe1 0.067 -0.250 0.560
O1 -0.562 1.824 0.930
C1 -0.773 2.065 2.169
C2 -1.430 3.191 2.654
C3 -1.723 3.364 4.017
C4 -1.347 2.372 4.953
C5 -0.667 1.257 4.576
C6 -0.283 0.972 3.148
C7 1.226 0.953 3.006
N1 1.705 0.443 1.959
C8 3.102 0.358 1.623
C9 3.202 -0.850 0.691
N2 2.237 -0.632 -0.371
C10 2.597 -0.796 -1.579
C11 1.769 -0.527 -2.740
C12 2.348 -0.704 -4.002
C13 1.677 -0.416 -5.170
C14 0.371 0.084 -5.069
C15 -0.230 0.270 -3.849
C16 0.430 -0.042 -2.623
O2 -0.183 0.109 -1.509
H1 -1.763 3.917 1.920
H2 -2.257 4.246 4.350
H3 -1.619 2.502 5.996
H4 -0.404 0.498 5.309
H5 1.851 1.413 3.783
H6 3.760 0.266 2.495
H7 3.388 1.255 1.064
H8 2.895 -1.737 1.254
H9 4.221 -1.004 0.312
H10 3.619 -1.138 -1.802
H11 3.367 -1.078 -4.045
H12 2.146 -0.561 -6.134
H13 -0.177 0.335 -5.971
H14 -1.236 0.666 -3.775
N3 -2.905 0.297 -0.596
N4 -3.356 -1.005 -0.878
C17 -2.715 -2.142 -0.546
N5 -3.403 -3.293 -0.747
N6 -1.499 -2.000 -0.051
N7 -0.740 -3.079 0.274
O3 0.346 -2.791 0.732
O4 -1.113 -4.241 0.123
H15 -2.663 0.379 0.391
H16 -2.032 0.439 -1.110
H17 -4.357 -1.078 -0.952
H18 -4.112 -3.260 -1.461
H19 -2.849 -4.133 -0.679
C18 -0.789 -0.365 2.537
H20 -0.429 -1.211 3.141
H21 -1.888 -0.367 2.597

Atomic forces in eV per Å
0.59 0.48 0.33
-0.18 0.04 -0.12
0.05 -0.09 -0.11
0.00 0.07 0.06
0.02 0.00 -0.04
0.01 0.03 0.01
-0.04 -0.09 -0.03
0.01 0.00 0.04
-0.01 0.06 0.01
0.04 -0.03 -0.02
-0.04 0.02 -0.05
-0.05 0.03 -0.03
-0.03 -0.24 -0.02
-0.08 0.09 -0.01
0.08 -0.03 0.07
0.00 -0.01 -0.03
-0.01 0.00 0.03
-0.01 0.01 -0.02
0.01 -0.03 0.01
-0.03 -0.06 0.01
-0.10 -0.01 -0.07
0.00 0.00 0.00
-0.01 0.00 0.00
0.01 0.01 0.00
-0.03 -0.01 0.00
-0.01 -0.01 0.01
-0.03 -0.03 0.02
0.02 0.01 0.02
0.03 -0.02 -0.01
0.00 0.05 -0.02
0.01 0.04 -0.01
0.00 0.01 0.00
0.00 0.00 0.00
0.00 0.00 0.00
0.00 -0.01 -0.01
0.03 -0.02 -0.09
-0.14 0.01 0.24
0.18 0.02 0.03
0.01 -0.01 -0.13
-0.04 -0.06 0.00
-0.24 0.26 -0.14
0.35 -0.03 -0.02
-0.27 -0.34 -0.06
0.02 -0.02 0.02
0.03 0.07 -0.02
-0.02 0.02 -0.13
-0.04 -0.01 0.05
0.07 -0.05 0.07
-0.18 -0.13 -0.01
-0.01 0.03 0.05
0.02 0.00 0.08

Löwdin atomic charge list, values in e, 2 entries: atom 1 (Fe): 0.75, atom 2 (O): -0.13

No. 4
The following is a quantum chemistry calculation of a gas-phase ion, C11H15NO3PS (charge +1) in a non-equilibrium geometry, from the OMol25 dataset.

Properties
- LUMO level: -4.5 eV
- Energy: -1448.01261 hartree
- Charge: +1
- Highest occupied orbital energy: -12.3 eV
- Kohn-Sham gap: 7.74 eV

Geometry (Å):
O1 3.547 -1.689 0.725
P1 2.562 -1.398 -0.312
O2 3.335 -0.952 -1.646
O3 1.705 -2.702 -0.664
C1 1.427 -0.088 0.389
N1 2.183 0.432 1.516
C2 2.867 1.501 1.249
S1 2.668 2.011 -0.394
C3 1.022 1.090 -0.538
C4 0.042 2.089 0.124
C5 -1.404 1.937 -0.359
C6 -1.973 0.549 -0.134
C7 -2.239 0.004 1.107
C8 -2.784 -1.249 1.228
C9 -3.095 -2.016 0.124
C10 -2.822 -1.470 -1.116
C11 -2.275 -0.218 -1.248
H1 2.747 -0.818 -2.407
H2 2.297 -3.288 -1.167
H3 0.446 -0.506 0.666
H4 2.149 -0.040 2.413
H5 3.489 1.964 2.010
H6 0.881 0.837 -1.589
H7 0.153 2.059 1.214
H8 0.373 3.095 -0.166
H9 -2.018 2.653 0.208
H10 -1.520 2.232 -1.407
H11 -2.044 0.574 2.016
H12 -3.020 -1.679 2.199
H13 -3.530 -3.005 0.210
H14 -3.079 -2.057 -1.996
H15 -2.090 0.146 -2.257

Atomic forces in eV per Å
0.17 0.46 0.34
1.25 -1.42 0.66
-1.23 0.21 0.02
-0.21 1.13 -0.63
-1.70 -0.93 -1.53
-0.77 0.75 0.14
-0.37 -0.45 -1.02
0.52 0.55 0.64
2.17 0.88 1.91
-0.27 0.23 -1.19
-0.50 -0.05 1.06
0.14 0.39 -0.91
0.33 0.74 0.77
-0.52 -1.10 0.84
0.20 0.21 -0.33
-0.54 -1.13 -0.54
0.24 0.09 -0.53
0.27 -0.08 -0.13
-0.29 -0.27 0.11
0.54 -0.40 0.49
0.29 0.04 -0.08
0.10 0.00 -0.33
-0.23 -0.04 0.22
-0.21 -0.24 -0.18
-0.12 -0.16 0.06
0.18 -0.08 -0.12
0.26 -0.18 0.11
-0.03 0.00 -0.17
0.18 0.33 0.01
0.02 0.14 0.08
0.14 0.22 0.03
-0.03 0.17 0.20

Löwdin atomic charge list, values in e, 2 entries: atom 1 (O): -0.24, atom 2 (P): 0.46

No. 5
The following is a quantum chemistry calculation of 8 unconnected molecules or ions with the total composition H16O8, from the OMol25 dataset.

Properties
- LUMO level: -0.5 eV
- Energy: -611.46957 hartree
- Relative energy (zero: lowest compared OMol25 entry of this formula, charge and spin): 296.8 kJ/mol
- Charge: 0
- Highest occupied orbital energy: -10.7 eV
- Kohn-Sham gap: 10.26 eV

Geometry (Å):
H1 0.379 -0.264 -0.363
H2 -0.047 -0.361 -1.819
H3 -2.090 1.444 -1.183
H4 -0.625 1.723 -0.894
H5 4.496 -2.096 0.000
H6 3.201 -1.874 -0.763
H7 2.752 1.493 -1.592
H8 3.650 1.414 -0.368
H9 -4.801 -1.116 -1.037
H10 -3.827 -2.229 -0.685
H11 0.779 -0.392 2.213
H12 0.719 0.437 3.486
H13 -2.217 -2.555 1.211
H14 -0.904 -1.999 0.685
H15 -0.504 3.720 -0.187
H16 -1.700 4.406 0.453
O1 0.418 -0.848 -1.129
O2 -1.320 1.074 -0.737
O3 3.606 -2.450 -0.105
O4 3.411 0.932 -1.168
O5 -4.356 -1.528 -0.288
O6 1.331 -0.059 2.930
O7 -1.455 -2.790 0.669
O8 -0.898 3.917 0.670

Atomic forces in eV per Å
-0.01 -0.10 -0.26
-0.13 -0.18 0.30
-0.09 -0.08 0.17
-0.13 -0.02 0.12
-0.12 -0.05 0.01
-0.12 0.06 0.04
0.10 -0.15 -0.03
0.04 -0.11 0.01
-0.02 -0.04 0.13
0.15 0.00 0.08
0.14 -0.08 0.12
0.07 -0.02 -0.01
0.02 -0.02 0.01
0.00 -0.14 -0.33
0.00 0.21 0.17
0.03 -0.01 0.10
0.58 -0.24 -0.02
-0.16 0.44 -0.28
0.16 0.07 -0.04
-0.08 0.20 0.05
-0.05 0.04 -0.20
-0.18 0.12 -0.08
-0.19 0.08 0.18
0.00 0.02 -0.22

Löwdin atomic charge list, values in e, 2 entries: atom 1 (H): 0.01, atom 2 (H): 0.03

No. 6
The following is a quantum chemistry calculation of 2 unconnected molecules or ions with the total composition C6H13NO4 in a non-equilibrium geometry, from the OMol25 dataset.

Properties
- LUMO level: 0.6 eV
- Energy: -591.94874 hartree
- Relative energy (zero: lowest compared OMol25 entry of this formula, charge and spin): 487.5 kJ/mol
- Charge: 0
- Highest occupied orbital energy: -8.9 eV
- Kohn-Sham gap: 9.45 eV

Geometry (Å):
C1 2.410 1.279 0.414
C2 -2.009 -1.604 0.838
C3 -1.220 1.882 -0.469
C4 1.792 0.378 -0.585
C5 -1.904 -0.544 -0.197
C6 -0.933 0.567 0.106
N1 1.756 -0.904 -0.376
O1 1.119 -1.824 -0.983
O2 2.536 -1.205 0.736
O3 -1.559 -1.045 -1.470
O4 -0.149 0.373 0.994
H1 2.425 2.299 0.152
H2 1.725 1.257 1.179
H3 3.360 0.974 0.636
H4 -2.627 -2.493 0.497
H5 -0.972 -1.836 1.173
H6 -2.571 -1.262 1.727
H7 -0.577 2.695 -0.070
H8 -1.071 1.823 -1.470
H9 -2.256 2.012 -0.376
H10 1.329 0.645 -1.499
H11 -2.938 0.028 -0.290
H12 -0.591 -1.343 -1.545
H13 2.925 -2.153 0.877

Atomic forces in eV per Å
-0.95 0.26 -2.16
-0.33 -1.11 1.22
1.63 0.86 1.67
0.72 -1.37 -0.39
-2.05 1.17 -1.47
-1.45 -0.77 2.26
0.82 -0.08 -0.53
0.65 0.58 0.42
1.05 -1.99 1.73
0.89 -0.42 -1.14
0.70 0.34 0.82
0.09 1.19 -1.05
-0.93 -0.30 2.51
2.29 -0.74 0.98
1.19 0.97 0.01
-0.86 -0.43 -0.24
0.42 0.19 -0.29
-0.67 -0.56 0.00
0.51 -0.06 -3.37
-1.45 0.77 0.45
-0.62 0.42 -0.50
1.69 -1.40 -0.21
-1.52 0.44 0.85
-1.84 2.06 -1.56

Löwdin atomic charge list, values in e, 2 entries: atom 1 (C): -0.03, atom 2 (C): -0.05

No. 7
The following is a quantum chemistry calculation of a molecular structure, CHAs3F18NaO3Pt2 in a non-equilibrium geometry, from the OMol25 dataset.

Properties
- LUMO level (alpha / beta): -8.4 / -9.5 eV
- Energy: -9170.06943 hartree
- ⟨S²⟩: 6.005
- Spin multiplicity: 5
- Charge: +1
- Highest occupied orbital energy (alpha / beta): -15.7 / -15.7 eV
- Kohn-Sham gap (alpha / beta): 7.32 / 6.18 eV

Geometry (Å):
Na1 2.125 1.412 2.445
Pt1 -0.696 0.078 -1.811
Pt2 -1.558 -0.846 3.075
As1 2.923 1.794 -1.676
F1 3.038 1.126 -0.043
F2 1.353 0.840 -1.931
F3 2.664 2.422 -3.293
F4 4.439 2.655 -1.520
F5 3.839 0.439 -2.290
F6 2.023 3.169 -1.065
As2 -3.993 -0.963 -0.194
F7 -5.129 -1.120 -1.557
F8 -4.489 0.660 0.175
F9 -2.820 -0.828 1.165
F10 -3.309 -2.536 -0.463
F11 -2.728 -0.319 -1.313
F12 -5.176 -1.614 0.935
As3 1.242 -2.294 0.640
F13 2.144 -1.058 1.484
F14 2.573 -2.777 -0.299
F15 0.270 -3.468 -0.219
F16 -0.264 -1.977 1.626
F17 0.814 -0.970 -0.487
F18 1.757 -3.449 1.856
O1 0.323 2.743 1.341
C1 -0.379 1.632 1.099
O2 -0.718 1.456 -0.083
O3 -0.540 0.755 2.001
H1 0.274 3.038 0.402

Atomic forces in eV per Å
0.36 -0.17 -0.61
0.98 0.59 1.45
0.47 0.61 -3.24
3.14 1.18 -2.07
-0.70 0.35 -0.20
-0.53 0.00 -0.28
-0.08 -0.68 1.19
-1.33 -0.40 0.35
-1.33 0.51 0.54
-0.26 -0.92 0.33
-4.69 -1.88 -0.65
1.86 0.44 1.62
0.84 -0.93 -0.43
1.10 0.27 1.27
-0.12 1.08 0.06
0.37 0.25 -0.44
1.29 0.62 -0.78
2.15 -3.57 -0.26
-0.79 0.22 0.26
-0.11 0.89 -0.16
0.12 1.44 0.74
-0.64 0.59 0.80
-0.74 -0.61 0.31
-1.07 1.08 -0.47
-0.80 -0.85 -0.23
-0.65 -1.96 -1.06
-0.54 0.49 -0.72
0.62 0.13 2.41
1.09 1.22 0.25

Löwdin atomic charge list, values in e, 2 entries: atom 1 (Na): 0.73, atom 2 (Pt): 1.51